Here is a molecular structure, C21H33ClNO5Y at a distorted geometry from the OMol25 dataset. Energies are from ωB97M-V/def2-TZVPD.

The geometry in XYZ format:
```
62
Properties=species:S:1:pos:R:3:nbo_charge:R:1
Y 0.891 -1.056 -1.003 2.13
C 3.847 -1.643 -1.510 -0.11
C 3.179 -2.970 -1.789 -0.11
O 1.770 -2.803 -2.168 -0.63
C 1.034 -4.042 -2.130 -0.10
C -0.446 -3.679 -1.935 -0.10
O -0.593 -2.668 -0.894 -0.63
C -0.918 -2.997 0.462 -0.09
C 0.170 -2.627 1.564 -0.09
O 1.052 -1.522 1.222 -0.65
C 2.414 -1.317 1.792 -0.08
C 3.384 -0.606 0.786 -0.10
O 3.065 -0.812 -0.598 -0.62
H 3.977 -1.012 -2.431 0.26
H 4.861 -1.795 -1.081 0.25
H 3.221 -3.660 -0.924 0.20
H 3.670 -3.513 -2.642 0.25
H 1.422 -4.649 -1.290 0.20
H 1.187 -4.591 -3.099 0.25
H -1.080 -4.540 -1.705 0.24
H -0.852 -3.265 -2.876 0.24
H -1.184 -4.062 0.506 0.23
H -1.838 -2.443 0.700 0.22
H 0.790 -3.525 1.707 0.20
H -0.365 -2.362 2.481 0.23
H 2.777 -2.300 2.084 0.21
H 2.276 -0.686 2.700 0.23
H 4.390 -0.982 0.993 0.23
H 3.381 0.474 0.936 0.24
Cl -1.640 5.770 -0.127 0.01
C -0.505 4.728 -0.887 -0.11
C 0.635 4.245 -0.215 -0.21
C 1.366 3.198 -0.737 -0.27
C 0.888 2.474 -1.862 -0.01
C 1.503 1.278 -2.289 -0.93
C -0.197 3.022 -2.600 -0.25
C -0.868 4.135 -2.105 -0.20
H 0.890 4.711 0.743 0.23
H 2.329 2.970 -0.356 0.20
H 2.541 1.132 -1.961 0.20
H 1.071 0.811 -3.191 0.21
H -0.423 2.646 -3.601 0.22
H -1.695 4.603 -2.634 0.23
O -0.625 0.121 -0.248 -0.85
C -1.479 0.631 0.578 0.76
C -2.784 1.043 0.082 -0.52
C -3.424 2.232 0.808 -0.41
C -4.161 1.912 2.112 -0.41
C -3.305 1.088 3.078 -0.41
C -1.802 1.412 2.988 -0.23
N -1.085 0.786 1.859 -0.54
H -3.447 0.157 0.140 0.25
H -2.718 1.237 -1.001 0.28
H -4.148 2.717 0.101 0.25
H -2.661 3.009 0.988 0.23
H -5.117 1.437 1.887 0.23
H -4.455 2.877 2.615 0.24
H -3.446 0.000 2.904 0.20
H -3.578 1.248 4.115 0.25
H -1.335 1.047 3.893 0.22
H -1.667 2.509 2.975 0.23
H -0.145 0.465 2.088 0.41
```

Maximum force = 4.42 eV/Å
HOMO energy = -10.9 eV
Multiplicity = 1
Net charge = +2
Energy = -1748.919146 Eh

---

Here is a molecular structure, C21H33CoF6GeN6O4S3 at a distorted geometry from the OMol25 dataset. Energies are from ωB97M-V/def2-TZVPD.

The geometry in XYZ format:
```
75
Properties=species:S:1:pos:R:3:mulliken_spin:R:1
Co -0.248 -0.245 -1.789 2.80
F -4.529 0.722 -4.040 0.00
C -4.263 1.759 -3.284 0.01
F -4.594 2.871 -3.888 0.00
F -4.904 1.642 -2.140 0.00
S -2.466 1.830 -2.799 -0.01
O -2.167 0.553 -2.072 0.01
O -2.318 3.001 -1.984 0.01
N -1.751 1.928 -4.181 0.00
S -0.388 1.324 -4.620 0.01
O 0.359 2.246 -5.388 0.00
O 0.341 0.792 -3.465 0.03
C -0.895 -0.083 -5.657 0.00
F 0.160 -0.825 -5.963 0.00
F -1.747 -0.820 -4.988 0.00
F -1.484 0.388 -6.711 0.00
C 2.867 -3.625 -4.760 0.00
C 1.616 -3.279 -4.024 0.01
C 0.475 -3.998 -3.746 0.00
C -0.366 -3.139 -3.015 0.02
N 0.234 -1.960 -2.834 0.00
N 1.444 -2.069 -3.461 0.01
C -1.751 -3.311 -2.516 0.00
H 3.145 -4.653 -4.593 0.00
H 3.731 -3.039 -4.447 0.00
H 2.739 -3.488 -5.843 0.00
H 0.230 -5.034 -3.985 0.00
H 2.100 -1.320 -3.486 0.00
H -1.892 -4.329 -2.112 0.00
H -2.448 -3.251 -3.356 0.00
H -2.037 -2.575 -1.779 0.00
C -1.430 0.765 6.034 0.00
C -1.339 0.209 4.615 0.00
C -0.515 -1.068 4.577 0.00
C -0.396 -1.731 3.182 0.01
Ge 0.689 -0.514 2.030 -0.02
C 2.650 -0.643 2.113 0.00
C 3.229 -0.630 3.551 0.00
C 3.506 0.751 4.149 0.00
C 2.274 1.512 4.588 0.00
H -2.175 1.563 6.175 0.00
H -0.441 1.055 6.369 0.00
H -1.711 -0.064 6.697 0.00
H -0.923 0.996 3.995 0.00
H -2.352 0.042 4.259 0.00
H -0.945 -1.751 5.305 0.00
H 0.484 -0.796 4.934 0.00
H -1.362 -1.918 2.683 0.00
H 0.110 -2.704 3.240 0.00
H 0.121 0.915 2.034 0.01
H 3.052 0.162 1.469 0.00
H 2.837 -1.606 1.621 0.00
H 4.167 -1.215 3.510 0.00
H 2.588 -1.230 4.221 0.00
H 4.079 1.306 3.371 0.00
H 4.165 0.591 5.010 0.00
H 1.623 1.751 3.751 0.00
H 2.568 2.465 5.027 0.00
H 1.704 0.977 5.337 0.00
S 1.079 -3.730 0.041 0.02
C 0.615 -2.247 0.035 0.01
N 0.317 -1.063 0.092 0.04
N -2.155 1.497 0.621 0.31
C -1.160 2.306 0.370 0.10
C -1.127 3.603 0.995 0.17
C -0.165 4.516 0.635 -0.02
C 0.758 4.141 -0.306 0.24
C 0.691 2.813 -0.843 0.12
N -0.180 1.901 -0.515 0.08
H -2.739 1.713 1.415 -0.01
H -2.312 0.710 -0.004 0.00
H -1.863 3.862 1.763 0.00
H -0.141 5.475 1.097 0.01
H 1.507 4.806 -0.731 0.00
H 1.427 2.497 -1.587 0.01
```

Maximum force = 1.82 eV/Å
HOMO energy (alpha / beta) = -14.8 / -14.8 eV
Multiplicity = 5
Net charge = +2
Energy = -6702.390024 Eh

---

Here is a molecular structure, C21H33CoN4O10S from the OMol25 dataset. Energies are from ωB97M-V/def2-TZVPD.

The geometry in XYZ format:
```
70
Properties=species:S:1:pos:R:3:nbo_charge:R:1
Co -0.323 0.234 0.027 1.37
C 2.108 -3.000 3.125 -0.42
N 1.264 -2.844 1.936 -0.34
C 0.674 -4.074 1.395 -0.42
C 0.948 -1.674 1.440 0.67
O 0.165 -1.545 0.458 -0.64
C 1.531 -0.418 2.068 -0.16
O 0.977 0.734 1.401 -0.50
C 1.912 1.658 0.808 -0.16
C 2.014 1.329 -0.673 0.66
O 1.180 0.497 -1.128 -0.63
N 2.923 1.901 -1.422 -0.34
C 3.018 1.599 -2.854 -0.42
C 3.898 2.869 -0.915 -0.42
H 2.605 -3.965 3.064 0.25
H 1.503 -2.974 4.031 0.23
H 2.878 -2.234 3.172 0.21
H 1.475 -4.770 1.155 0.23
H 0.105 -3.846 0.501 0.24
H 0.022 -4.520 2.145 0.23
H 2.617 -0.419 1.970 0.23
H 1.270 -0.349 3.124 0.25
H 2.870 1.592 1.321 0.23
H 1.495 2.654 0.949 0.26
H 2.351 0.784 -3.104 0.24
H 4.046 1.323 -3.085 0.23
H 2.750 2.487 -3.425 0.23
H 3.596 3.279 0.044 0.21
H 3.963 3.692 -1.623 0.24
H 4.879 2.404 -0.825 0.23
C -0.711 -3.957 -3.476 -0.62
C -0.674 -2.475 -3.827 -0.41
C -1.938 -1.730 -3.414 -0.57
S -2.029 -1.599 -1.615 1.22
O -1.456 -0.165 -1.386 -0.88
C -3.792 -1.461 -1.240 -0.58
C -4.452 -0.108 -1.481 -0.41
C -4.591 0.322 -2.934 -0.62
H 0.197 -4.456 -3.809 0.24
H -1.556 -4.451 -3.957 0.22
H -0.797 -4.116 -2.398 0.20
H -0.571 -2.351 -4.906 0.24
H 0.197 -1.989 -3.378 0.21
H -2.842 -2.239 -3.751 0.25
H -1.955 -0.701 -3.769 0.26
H -3.848 -1.732 -0.184 0.25
H -4.258 -2.269 -1.811 0.25
H -3.917 0.652 -0.908 0.21
H -5.443 -0.188 -1.027 0.24
H -3.632 0.588 -3.375 0.20
H -5.228 1.202 -3.002 0.24
H -5.051 -0.459 -3.542 0.22
O -1.790 0.404 1.203 -0.61
C -1.878 1.631 0.870 0.78
O -1.011 2.002 0.021 -0.61
C -2.913 2.524 1.389 -0.14
C -2.952 3.849 0.963 -0.13
C -3.940 4.665 1.469 0.02
C -4.890 4.219 2.369 -0.11
C -4.818 2.895 2.760 0.02
C -3.850 2.032 2.293 -0.13
N -5.822 2.375 3.719 0.53
O -6.643 3.158 4.129 -0.32
O -5.733 1.202 4.014 -0.36
N -3.983 6.080 1.025 0.53
O -4.874 6.763 1.466 -0.32
O -3.115 6.432 0.256 -0.36
H -2.236 4.242 0.256 0.27
H -5.658 4.878 2.750 0.30
H -3.834 1.006 2.630 0.27
```

Maximum force = 0.55 eV/Å
HOMO energy = -15.5 eV
Multiplicity = 1
Net charge = +2
Energy = -3571.718261 Eh

---

The records above yield relative energy (zero: lowest compared OMol25 entry of this formula, charge and spin) values of 1.721, 0.000, 0.000 eV, respectively.